The following is a quantum chemistry calculation of C8H10B4F22O4Sn as an isolated structure in a non-equilibrium geometry, from the OMol25 dataset.

```
! RIJCOSX wB97M-V def2-TZVPD def2/J DEFGRID3
* xyz -2 1
Sn -0.5243 -2.5089 -1.9912
B -0.8288 -0.5128 0.8496
F 0.1430 -0.4484 1.8025
F -1.8559 0.4407 1.0855
F -0.4002 -0.2535 -0.5133
F -1.5618 -1.7067 0.9215
B -0.4557 -5.2652 -0.3265
F 0.1539 -4.8827 -1.5872
F 0.5551 -5.5068 0.5710
F -1.2436 -4.1583 0.0265
F -1.2702 -6.3841 -0.4812
B -3.8826 -2.6168 3.3283
F -5.3021 -2.5469 3.3009
F -3.4179 -3.4771 4.3431
F -3.4556 -3.1300 2.0842
F -3.3967 -1.3226 3.5662
B 2.7913 -2.7772 0.5140
F 3.0203 -1.7708 1.4707
F 3.6816 -2.7659 -0.5902
F 3.0300 -3.9802 1.1830
F 1.4692 -2.6642 0.0288
C -0.6789 3.8971 -1.6190
C -1.4953 2.9698 -0.7465
O -2.2231 3.7781 0.1719
C -3.4086 3.3972 0.6075
O -4.0511 2.4381 0.3208
C -4.0058 4.4503 1.5758
F -4.3366 3.9374 2.7488
F -3.1481 5.4707 1.7729
F -5.1219 4.9511 1.0191
H -1.2758 4.6000 -2.1994
H -0.1650 3.2597 -2.3459
H 0.1050 4.3911 -1.0471
H -0.8207 2.2836 -0.2292
H -2.1149 2.2454 -1.2783
C 2.7062 1.9355 0.4056
C 2.2686 0.9397 -0.6567
O 3.3844 0.5921 -1.4711
C 3.2982 -0.4552 -2.2525
O 2.2958 -1.0810 -2.4532
C 4.6256 -0.7948 -2.9451
F 5.6962 -0.1856 -2.4399
F 4.8203 -2.1038 -2.8306
F 4.5635 -0.5430 -4.2694
H 3.6515 1.6109 0.8341
H 1.9115 2.0974 1.1282
H 2.9248 2.8860 -0.0973
H 1.3727 1.2073 -1.2163
H 1.9725 0.0632 -0.0732
*
```

Summary:
gap between HOMO and LUMO = 0.23449 Eh
HOMO energy = -4.8 eV
DFT total energy = -84996.5427 eV
maximum force = 4.44 eV Å⁻¹

The following is a quantum chemistry calculation of C37H46BF4N3O2PPdS2 as an isolated structure in a non-equilibrium geometry, from the OMol25 dataset.

```
! RIJCOSX wB97M-V def2-TZVPD def2/J DEFGRID3
* xyz 1 3
Pd -0.1391 0.5083 0.0019
C -1.9701 1.1953 2.0952
C -0.9232 1.5775 3.1414
C -1.5987 2.4100 4.2318
C 0.2241 2.3645 2.5036
C 1.2999 2.8443 3.4931
O 2.5418 2.4346 2.8924
C 2.2547 1.6722 1.8276
N 1.0109 1.5562 1.5587
C 3.4248 1.1194 1.1189
C 4.6647 1.3554 1.7263
C 5.8457 0.9467 1.1395
C 5.8147 0.3053 -0.0884
C 4.5988 0.0658 -0.7013
C 3.3921 0.4419 -0.1106
P 1.9007 -0.0017 -1.0837
C 2.2511 0.8309 -2.6543
C 2.2547 2.2260 -2.6213
C 2.5366 2.9449 -3.7680
C 2.8002 2.2754 -4.9559
C 2.7907 0.8900 -4.9921
C 2.5190 0.1617 -3.8429
C 2.0285 -1.7860 -1.3685
C 2.9077 -2.6111 -0.6680
C 2.8998 -3.9789 -0.8899
C 2.0046 -4.5350 -1.7924
C 1.1036 -3.7216 -2.4667
C 1.1071 -2.3524 -2.2542
H -2.6827 0.4808 2.5051
H -1.4863 0.7202 1.2178
H -2.5109 2.0787 1.7533
H -0.4996 0.6652 3.5746
H -1.9600 3.3532 3.8150
H -0.9244 2.6325 5.0589
H -2.4551 1.8692 4.6344
H -0.2000 3.2070 1.9487
H 1.2219 2.3636 4.4694
H 1.3222 3.9232 3.6230
H 4.6911 1.8766 2.6709
H 6.7868 1.1426 1.6350
H 6.7345 -0.0053 -0.5658
H 4.5760 -0.4254 -1.6662
H 2.0289 2.7390 -1.6930
H 2.5435 4.0265 -3.7404
H 3.0032 2.8403 -5.8560
H 2.9892 0.3708 -5.9202
H 2.5115 -0.9192 -3.8782
H 3.6009 -2.1874 0.0447
H 3.5929 -4.6115 -0.3497
H 2.0067 -5.6028 -1.9691
H 0.3891 -4.1537 -3.1553
H 0.3936 -1.7237 -2.7773
N -3.1186 2.0405 -1.5009
C -2.3319 3.0626 -1.1881
S -0.6683 2.8500 -0.8704
N -2.7986 4.3148 -1.1057
C -4.0809 4.8769 -1.3213
C -4.1140 6.2463 -1.5822
C -5.3187 6.8993 -1.7597
C -6.5121 6.1938 -1.6803
C -6.4794 4.8359 -1.4154
C -5.2747 4.1709 -1.2299
H -2.6885 1.1408 -1.6907
H -3.9997 2.1958 -1.9652
H -2.0771 4.9985 -0.9379
H -3.1839 6.7992 -1.6530
H -5.3209 7.9617 -1.9625
H -7.4577 6.7007 -1.8133
H -7.4017 4.2752 -1.3414
H -5.2998 3.1204 -0.9790
C 2.4928 -3.5764 2.8264
C 1.2894 -4.5139 2.7601
C -0.0204 -3.7624 2.5622
S -0.0390 -2.9139 0.9287
O -0.0188 -1.4335 1.2643
C -1.7458 -3.2955 0.3750
C -2.8334 -2.4213 0.9835
C -3.1162 -2.6487 2.4673
H 3.4170 -4.1411 2.9441
H 2.4020 -2.8906 3.6706
H 2.5654 -2.9815 1.9129
H 1.2120 -5.0808 3.6902
H 1.4275 -5.2373 1.9525
H -0.1336 -2.9699 3.3017
H -0.8716 -4.4382 2.5988
H -1.9012 -4.3588 0.5687
H -1.7192 -3.1402 -0.7046
H -3.7386 -2.6066 0.4028
H -2.5611 -1.3802 0.8263
H -3.2299 -3.7104 2.6952
H -4.0438 -2.1521 2.7535
H -2.3159 -2.2448 3.0875
F -3.2691 -0.1429 -2.9677
B -2.0598 -0.7979 -2.8033
F -2.1641 -2.1705 -2.8101
F -1.0645 -0.3296 -3.6379
F -1.6211 -0.4145 -1.4041
*
```

Summary:
gap between HOMO and LUMO (spin up / spin down) = 0.28754 / 0.26036 Eh
HOMO energy (spin up / spin down) = -10.4 / -10.9 eV
DFT total energy = -93668.9522 eV
maximum force = 1.26 eV Å⁻¹
ΔE to the lowest compared entry with this formula, charge and spin = 0.559 eV